a:
C3H11O | ωB97M-V/def2-TZVPD

Last columns: bonded neighbours and bond lengths (Å).
Element x y z (Å)
1 O 1.692 -0.441 -0.942  H2 0.999, H3 0.996, H4 0.972
2 H 0.974 0.202 -0.677  O1 0.999
3 H 2.110 -0.492 -1.844  O1 0.996
4 H 1.540 -1.351 -0.638  O1 0.972
5 C -0.849 1.180 -0.544  C6 1.544, H8 1.061, H9 1.094, H10 1.095
6 C -1.057 0.133 0.571  C5 1.544, C7 1.535, H11 1.103, H12 1.096
7 C 0.088 -0.745 1.095  C6 1.535, H13 1.103, H14 1.114, H15 1.155
8 H 0.002 1.786 -0.361  C5 1.061
9 H -1.707 1.779 -0.865  C5 1.094
10 H -0.586 0.635 -1.457  C5 1.095
11 H -1.875 -0.558 0.307  C6 1.103
12 H -1.406 0.772 1.389  C6 1.096
13 H -0.374 -1.355 1.889  C7 1.103
14 H 0.607 -1.542 0.516  C7 1.114
15 H 0.841 -0.004 1.562  C7 1.155

Multiplicity = 1
HOMO energy = -0.5850 hartree
Net charge = +1

b:
C3H11O | ωB97M-V/def2-TZVPD

Last columns: bonded neighbours and bond lengths (Å).
Element x y z (Å)
1 O -1.131 1.968 2.355  H2 0.982, H3 0.988, H4 0.974
2 H -1.275 1.009 2.194  O1 0.982
3 H -1.512 2.241 3.224  O1 0.988
4 H -1.318 2.673 1.711  O1 0.974
5 C -0.259 0.318 -0.446  C6 1.563, H8 1.096, H9 1.090, H10 1.091
6 C 0.520 -0.593 -1.449  C5 1.563, C7 1.538, H11 1.092, H12 1.086
7 C 1.172 -1.785 -0.728  C6 1.538, H13 1.099, H14 1.085, H15 1.086
8 H 0.380 0.396 0.441  C5 1.096
9 H -0.436 1.281 -0.924  C5 1.090
10 H -1.185 -0.198 -0.188  C5 1.091
11 H -0.206 -1.009 -2.150  C6 1.092
12 H 1.234 -0.017 -2.031  C6 1.086
13 H 1.535 -2.388 -1.572  C7 1.099
14 H 0.437 -2.437 -0.265  C7 1.085
15 H 2.045 -1.458 -0.172  C7 1.086

Multiplicity = 1
HOMO energy = -0.5313 hartree
Net charge = +1

c:
C3H11O | ωB97M-V/def2-TZVPD

Last columns: bonded neighbours and bond lengths (Å).
Element x y z (Å)
1 O -2.307 -1.535 -0.467  H2 0.994, H3 0.986, H4 0.966
2 H -2.265 -2.213 -1.193  O1 0.994
3 H -1.574 -0.877 -0.427  O1 0.986
4 H -2.736 -2.040 0.236  O1 0.966
5 C 1.190 -0.528 0.626  C6 1.544, H8 1.082, H9 1.088, H10 1.097
6 C 1.376 0.868 -0.007  C5 1.544, C7 1.574, H11 1.087, H12 1.093
7 C -0.048 1.524 -0.137  C6 1.574, H13 1.090, H14 1.103, H15 1.086
8 H 0.907 -0.393 1.662  C5 1.082
9 H 2.076 -1.157 0.587  C5 1.088
10 H 0.337 -1.019 0.142  C5 1.097
11 H 1.851 0.930 -0.983  C6 1.087
12 H 2.108 1.411 0.596  C6 1.093
13 H 0.083 2.347 -0.838  C7 1.090
14 H -0.721 0.834 -0.672  C7 1.103
15 H -0.278 1.848 0.875  C7 1.086

Multiplicity = 1
HOMO energy = -0.5441 hartree
Net charge = +1

Going by the energies, b is most stable and the next is 5.0 kcal/mol up.

a:
C3H10N2O3 | ωB97M-V/def2-TZVPD

Last columns: bonded neighbours and bond lengths (Å).
Element x y z (Å)
1 C 1.178 -0.643 -1.729  C2 1.529, N4 1.437, H8 1.092, H9 1.072
2 C -0.195 -0.950 -2.328  C1 1.529, O3 1.403, H10 1.098, H11 1.104
3 O -1.066 -0.083 -1.653  C2 1.403, H12 0.963
4 N 1.449 -1.279 -0.469  C1 1.437, C5 1.451, H13 1.036
5 C 1.206 -0.587 0.782  N4 1.451, N6 1.364, O7 1.201
6 N 1.935 0.555 0.935  C5 1.364, H14 1.015, H15 1.008
7 O 0.623 -1.166 1.658  C5 1.201
8 H 1.983 -0.859 -2.434  C1 1.092
9 H 1.157 0.421 -1.593  C1 1.072
10 H -0.183 -0.788 -3.414  C2 1.098
11 H -0.516 -1.996 -2.181  C2 1.104
12 H -1.836 0.178 -2.168  O3 0.963
13 H 1.156 -2.273 -0.502  N4 1.036
14 H 2.308 0.968 0.086  N6 1.015
15 H 1.548 1.244 1.562  N6 1.008
16 H -3.320 3.118 4.801  O18 0.966
17 H -3.951 1.972 3.918  O18 0.958
18 O -3.480 2.168 4.728  H16 0.966, H17 0.958

Multiplicity = 2
HOMO energy (spin up / spin down) = -0.4918 / -0.4918 hartree
Net charge = +1

b:
C3H10N2O3 | ωB97M-V/def2-TZVPD

Last columns: bonded neighbours and bond lengths (Å).
Element x y z (Å)
1 C -0.013 -0.521 1.317  N2 1.417, C6 1.523, H8 1.098, H9 1.080
2 N -0.143 -0.851 -0.055  C1 1.417, C3 1.398, H10 1.040
3 C 0.789 -1.578 -0.801  N2 1.398, O4 1.313, O5 1.198
4 O 1.814 -1.986 -0.089  C3 1.313, H11 0.974
5 O 0.601 -1.805 -1.963  C3 1.198
6 C -0.570 0.861 1.631  C1 1.523, N7 1.460, H12 1.088, H13 1.078
7 N 0.065 1.785 0.697  C6 1.460, H14 1.007, H15 1.018
8 H -0.603 -1.284 1.841  C1 1.098
9 H 1.027 -0.578 1.600  C1 1.080
10 H -0.766 -0.244 -0.627  N2 1.040
11 H 2.393 -2.484 -0.693  O4 0.974
12 H -0.256 1.079 2.650  C6 1.088
13 H -1.643 0.838 1.529  C6 1.078
14 H 1.022 1.927 0.976  N7 1.007
15 H -0.460 2.655 0.622  N7 1.018
16 H -0.679 1.407 -2.647  O18 0.960
17 H -1.160 -0.049 -3.145  O18 0.965
18 O -1.420 0.829 -2.842  H16 0.960, H17 0.965

Multiplicity = 2
HOMO energy (spin up / spin down) = -0.5390 / -0.5260 hartree
Net charge = +1

c:
C3H10N2O3 | ωB97M-V/def2-TZVPD

Last columns: bonded neighbours and bond lengths (Å).
Element x y z (Å)
1 C -0.251 0.721 -2.589  N2 1.461, H5 1.090, H6 1.091, H7 1.100
2 N -1.040 -0.427 -2.147  C1 1.461, C3 1.463, H8 1.029
3 C -1.016 -0.598 -0.694  N2 1.463, O4 1.383, H9 1.103, H10 1.103
4 O -1.757 -1.690 -0.277  C3 1.383, H11 0.967
5 H -0.800 1.623 -2.323  C1 1.090
6 H -0.108 0.715 -3.671  C1 1.091
7 H 0.762 0.684 -2.162  C1 1.100
8 H -0.715 -1.317 -2.549  N2 1.029
9 H 0.031 -0.730 -0.375  C3 1.103
10 H -1.316 0.369 -0.257  C3 1.103
11 H -2.643 -1.621 -0.659  O4 0.967
12 N 0.755 -0.430 2.609  C13 1.443, H16 1.009, H17 1.013
13 C 1.479 0.757 2.223  N12 1.443, O14 1.330, O15 1.198
14 O 2.356 1.161 3.138  C13 1.330, H18 0.964
15 O 1.374 1.307 1.164  C13 1.198
16 H 0.808 -0.998 1.776  N12 1.009
17 H -0.178 -0.136 2.872  N12 1.013
18 H 2.258 0.609 3.922  O14 0.964

Multiplicity = 2
HOMO energy (spin up / spin down) = -0.4963 / -0.4960 hartree
Net charge = +1

Going by the energies, b is most stable and the next is 11.0 kcal/mol up.

a:
C3H3NO | ωB97M-V/def2-TZVPD

Last columns: bonded neighbours and bond lengths (Å).
Element x y z (Å)
1 C 1.168 -0.086 0.072  C2 1.454, H6 1.144, H7 1.231, H8 1.090
2 C -0.266 0.137 0.158  C1 1.454, N3 1.384, C4 1.403
3 N -1.200 1.157 0.142  C2 1.384, C4 1.404
4 C -1.632 -0.178 0.105  C2 1.403, N3 1.404, O5 1.183
5 O -2.596 -0.859 0.028  C4 1.183
6 H 1.745 0.698 0.672  C1 1.144
7 H 1.448 0.280 -1.069  C1 1.231
8 H 1.332 -1.149 -0.109  C1 1.090

Multiplicity = 1
HOMO energy = -0.3519 hartree
Net charge = 0
SMILES string = Cc1nc1=O

b:
C3H3NO | ωB97M-V/def2-TZVPD

Last columns: bonded neighbours and bond lengths (Å).
Element x y z (Å)
1 C 0.787 -0.228 0.577  C2 1.391, C5 1.606, H6 1.199
2 C 0.657 0.006 -0.788  C1 1.391, N3 1.519, H7 1.036
3 N -0.685 0.366 -1.402  C2 1.519, O4 1.332
4 O -1.455 0.381 -0.315  N3 1.332, C5 1.322
5 C -0.761 0.143 0.785  C1 1.606, O4 1.322, H8 1.083
6 H 1.718 -0.535 1.266  C1 1.199
7 H 1.229 0.032 -1.652  C2 1.036
8 H -1.470 -0.175 1.539  C5 1.083

Multiplicity = 1
HOMO energy = -0.3402 hartree
Net charge = 0
SMILES string = c1cnoc1

c:
C3H3NO | ωB97M-V/def2-TZVPD

Last columns: bonded neighbours and bond lengths (Å).
Element x y z (Å)
1 C 1.861 1.026 -0.087  N4 1.186, H6 1.056
2 C -0.046 -0.534 -0.111  C3 1.451, N4 1.292, H7 1.083
3 C -1.479 -0.313 -0.057  C2 1.451, O5 1.213, H8 1.105
4 N 0.910 0.325 0.024  C1 1.186, C2 1.292
5 O -2.049 0.749 0.077  C3 1.213
6 H 2.551 1.576 0.493  C1 1.056
7 H 0.282 -1.562 -0.195  C2 1.083
8 H -2.031 -1.266 -0.143  C3 1.105

Multiplicity = 1
HOMO energy = -0.3124 hartree
Net charge = 0

d:
C3H3NO | ωB97M-V/def2-TZVPD

Last columns: bonded neighbours and bond lengths (Å).
Element x y z (Å)
1 C -0.630 -0.578 0.123  C2 1.403, N4 1.370
2 C -1.923 -1.114 0.035  C1 1.403, N4 1.328, O5 1.179
3 C 1.765 0.940 0.031  H6 1.048, H7 1.043, H8 1.086
4 N -1.566 -0.116 -0.765  C1 1.370, C2 1.328
5 O -2.720 -1.948 0.276  C2 1.179
6 H 1.562 0.385 -0.834  C3 1.048
7 H 2.140 0.500 0.900  C3 1.043
8 H 1.372 1.932 0.235  C3 1.086

Multiplicity = 1
HOMO energy (spin up / spin down) = -0.3713 / -0.3325 hartree
Net charge = 0

Going by the energies, a is most stable and the next is 6.3 kcal/mol up.